Record 1
7
Properties=species:S:1:pos:R:3:nbo_charge:R:1 method="wB97M-V/def2-TZVPD" de_lowest_ev=3.688 lumo_ev=-1.1 gap_ev=9.07 spin_multiplicity=1 e_homo_ev=-10.2
O -1.520 -0.578 0.292 -0.46
N 3.444 0.183 -0.104 -0.25
C 2.306 0.022 0.038 0.22
C -0.218 -0.364 0.338 0.42
C -2.000 0.599 -0.160 0.19
C 0.956 -0.185 0.200 -0.21
H -2.968 0.323 -0.604 0.08

---

Record 2
12
Properties=species:S:1:pos:R:3:nbo_charge:R:1 method="wB97M-V/def2-TZVPD" de_lowest_ev=4.047 lumo_ev=0.8 gap_ev=9.99 spin_multiplicity=1 e_homo_ev=-9.2
O -2.947 -0.179 1.290 -0.56
N 1.479 0.179 -0.059 -0.53
N -0.798 0.038 0.534 -0.67
C 1.160 0.204 -1.492 -0.48
C 0.529 0.064 0.873 0.10
C -1.762 -0.157 1.515 0.55
H -1.154 0.184 -0.409 0.40
H 1.526 -0.710 0.831 0.42
H -1.302 -0.294 2.507 0.13
H 2.085 0.062 -2.052 0.22
H 0.744 1.185 -1.753 0.21
H 0.441 -0.575 -1.785 0.19

---

Record 3
5
Properties=species:S:1:pos:R:3:nbo_charge:R:1 method="wB97M-V/def2-TZVPD" de_lowest_ev=1.778 lumo_ev=1.1 gap_ev=9.75 spin_multiplicity=1 e_homo_ev=-8.7
N -0.543 0.121 0.499 0.08
N -1.433 0.320 1.162 -0.01
C 0.485 -0.150 -0.252 -0.51
H 0.293 -0.974 -0.778 0.21
H 1.198 0.682 -0.630 0.24

---

Record 4
16
Properties=species:S:1:pos:R:3:nbo_charge:R:1 method="wB97M-V/def2-TZVPD" de_lowest_ev=0.764 smiles="C[NH2+][C@H](C)C=O" lumo_ev=-3.6 charge=+1 gap_ev=11.64 spin_multiplicity=1 e_homo_ev=-15.3
O -0.220 2.223 -0.016 -0.49
N -0.484 -0.246 -0.797 -0.51
C 0.483 -0.346 -1.910 -0.43
C -0.563 -0.546 1.732 -0.64
C 0.435 1.469 0.646 0.43
C 0.235 -0.032 0.518 -0.16
H -1.009 0.637 -0.896 0.46
H -0.510 0.063 2.633 0.26
H 1.242 0.427 -1.829 0.24
H 1.183 1.737 1.410 0.17
H 1.132 -0.646 0.505 0.25
H -1.622 -0.645 1.487 0.23
H -0.169 -1.503 2.071 0.25
H 0.989 -1.309 -1.929 0.24
H -1.120 -1.048 -0.747 0.45
H -0.002 -0.234 -2.878 0.25

---

Record 5
21
Properties=species:S:1:pos:R:3:nbo_charge:R:1 method="wB97M-V/def2-TZVPD" de_lowest_ev=3.258 lumo_ev="0.1 / 0.1" gap_ev="8.42 / 8.42" spin_multiplicity=1 e_homo_ev="-8.3 / -8.3"
N 1.141 -1.040 0.546 -0.45
N -3.061 -0.068 0.127 -0.32
C -0.380 -0.323 2.119 -0.66
C -0.430 0.599 -0.361 -0.08
C -0.022 -0.470 0.640 0.29
C -0.147 0.311 -1.817 -0.62
C -1.916 -0.013 0.070 0.23
C -0.277 2.050 0.037 -0.61
C 1.721 -1.825 -0.489 -0.43
H -0.756 2.286 0.986 0.23
H 2.706 -2.146 -0.146 0.20
H -0.150 0.690 2.445 0.22
H 1.147 -2.746 -0.654 0.21
H -1.415 -0.547 2.372 0.23
H -0.771 2.688 -0.695 0.23
H 0.787 2.295 0.094 0.23
H -0.248 -0.762 -2.006 0.23
H -0.848 0.851 -2.454 0.23
H 0.879 0.559 -2.086 0.23
H 1.900 -1.321 -1.446 0.16
H 0.140 -1.067 2.717 0.25

---

Record 6
23
Properties=species:S:1:pos:R:3:nbo_charge:R:1 method="wB97M-V/def2-TZVPD" de_lowest_ev=2.105 lumo_ev=-3.3 charge=+1 gap_ev=9.07 spin_multiplicity=1 e_homo_ev=-12.3
O 2.477 -2.038 0.778 -1.00
N 0.783 -0.774 2.238 -0.79
N 0.248 -0.866 -0.581 -0.70
C -2.619 0.767 -1.752 -0.64
C -0.452 1.574 -0.565 -0.44
C 0.374 0.290 1.508 0.04
C -0.050 0.369 0.218 0.01
C -1.294 1.505 -1.811 -0.40
H 0.232 -1.704 0.001 0.44
H 0.350 -1.617 1.923 0.38
H -3.457 1.446 -1.468 0.23
H 2.898 -1.322 1.254 0.50
H -1.451 2.522 -2.206 0.24
H -0.247 -1.040 -1.450 0.44
H -0.859 2.200 0.204 0.24
H -2.514 -0.022 -1.020 0.19
H -2.964 0.581 -2.773 0.24
H 1.248 -0.829 -0.854 0.45
H 0.361 1.211 2.087 0.22
H 1.228 -0.672 3.126 0.43
H 2.792 -2.926 0.971 0.51
H -0.639 1.023 -2.569 0.18
H 0.522 2.080 -0.809 0.22

---

Record 7
16
Properties=species:S:1:pos:R:3:nbo_charge:R:1 method="wB97M-V/def2-TZVPD" de_lowest_ev=1.828 smiles="C/N=C/OCCO" lumo_ev=1.0 gap_ev=10.85 spin_multiplicity=1 e_homo_ev=-9.9
O -1.363 -1.533 -0.208 -0.74
O -0.098 0.993 1.205 -0.49
N 0.935 0.033 -0.613 -0.55
C 2.190 -0.242 -1.281 -0.42
C -1.918 -0.633 0.713 -0.08
C -1.402 0.796 0.623 -0.11
C 0.972 0.664 0.483 0.43
H -0.542 -1.133 -0.551 0.50
H 2.147 0.125 -2.311 0.20
H 2.347 -1.325 -1.328 0.20
H -2.048 1.451 1.215 0.20
H -1.782 -0.982 1.750 0.16
H 3.058 0.217 -0.787 0.17
H -3.002 -0.583 0.533 0.17
H 1.887 1.013 0.974 0.15
H -1.382 1.139 -0.418 0.20

---

Record 8
11
Properties=species:S:1:pos:R:3:nbo_charge:R:1 method="wB97M-V/def2-TZVPD" de_lowest_ev=1.180 lumo_ev=4.4 charge=-1 gap_ev=7.25 spin_multiplicity=1 e_homo_ev=-2.9
S 1.330 -0.858 0.709 -0.64
O 2.038 2.385 0.425 -1.06
C -1.049 -0.511 -0.956 -0.62
C -0.488 -1.152 0.345 -0.50
H -1.086 -0.602 1.071 0.17
H -0.592 0.400 -1.184 0.20
H -0.908 -1.191 -1.741 0.18
H 1.533 1.308 0.590 0.47
H -2.019 -0.194 -0.871 0.18
H -0.797 -2.225 0.203 0.17
H 2.039 2.639 1.410 0.44

---

Record 9
180
Properties=species:S:1:pos:R:3:lowdin_charge:R:1 method="wB97M-V/def2-TZVPD" lumo_ev=-3.7 charge=+1 gap_ev=6.12 spin_multiplicity=1 e_homo_ev=-9.8
S 0.228 4.745 -2.277 0.58
P 3.190 0.868 2.531 0.52
P -2.182 2.442 4.233 0.97
Si -2.698 -3.107 -2.470 0.59
F -3.806 0.399 5.294 0.15
F -5.989 -1.316 3.425 0.12
F -3.739 -1.539 4.444 0.14
F -5.618 0.785 2.732 0.07
O -6.369 -6.087 -3.468 0.01
O -8.263 3.225 2.511 0.02
O 0.982 4.358 -3.619 -0.14
O 4.617 2.942 -3.700 0.00
O 9.227 -1.232 0.770 0.05
O -2.742 -3.895 -7.936 0.02
O -13.291 2.502 -0.447 0.03
O 12.670 -1.192 5.173 0.00
O 1.067 4.603 -1.121 -0.30
O -3.825 4.284 -0.371 0.02
O -2.508 3.902 3.478 -0.30
O 3.682 1.439 1.107 -0.21
O 10.048 1.862 2.665 0.00
O -0.123 6.106 -2.397 -0.26
O 2.828 -0.547 2.506 -0.27
O 2.889 6.532 3.344 0.02
O -6.416 -4.640 -0.197 0.00
O 5.945 -2.553 0.452 0.03
O 4.273 1.108 3.698 -0.20
N 11.513 1.724 4.408 0.15
N -11.111 2.092 -0.919 0.14
N 7.053 -4.541 0.444 0.16
N 1.885 6.324 1.321 0.17
N -6.325 -4.699 -5.262 0.16
N -3.108 0.126 3.012 0.07
N -7.170 -6.731 -0.602 0.17
N -8.611 0.983 2.509 0.17
N -2.417 -1.647 -7.951 0.15
N -12.784 1.157 -2.204 0.15
N 9.524 -3.107 -0.479 0.13
N -6.069 4.275 -0.025 0.17
N 4.668 4.247 -5.559 0.16
N 3.370 4.718 2.060 0.16
N 13.089 -1.421 7.391 0.16
N -7.195 -5.888 1.544 0.14
N -5.042 -6.608 -5.234 0.17
N -10.386 2.439 2.320 0.16
N 4.794 -4.455 0.906 0.15
N 11.009 -1.908 6.543 0.17
N -4.704 2.933 1.236 0.18
N 11.031 -0.119 3.121 0.16
N 8.201 -1.382 -1.238 0.17
N 5.986 2.374 -5.423 0.15
N -4.509 -2.525 -8.342 0.15
C -1.170 -4.253 -2.466 -0.16
C -12.456 1.955 -1.142 -0.69
C 5.061 3.174 -4.824 -0.68
C -5.448 -0.127 3.713 -0.28
C 4.482 0.511 0.359 -0.27
C -3.246 -0.754 2.041 0.04
C 0.877 1.874 1.532 -0.19
C 5.933 -3.764 0.590 -0.66
C -6.896 -5.683 0.221 -0.67
C -1.347 3.881 -2.094 -0.21
C -1.258 2.370 -2.389 -0.17
C -0.929 -0.556 -3.021 -0.03
C -0.578 2.527 1.611 -0.11
C -2.624 -0.663 0.837 -0.10
C -3.930 -0.225 4.157 -0.47
C -1.762 0.426 0.584 0.00
C 5.417 0.240 3.607 -0.25
C 1.608 1.774 2.881 -0.20
C -0.497 2.481 4.994 -0.25
C 2.723 5.905 2.310 -0.69
C -3.194 -2.614 -4.224 -0.18
C 10.814 1.202 3.351 -0.69
C -1.200 0.515 -0.715 -0.09
C -0.358 1.618 -1.290 -0.12
C 8.998 -1.856 -0.244 -0.68
C -3.189 -2.771 -8.067 -0.69
C -4.126 -4.158 -1.796 -0.18
C 6.597 0.811 2.769 -0.05
C -2.260 1.188 2.818 -0.22
C -5.941 -5.818 -4.579 -0.67
C -2.909 -1.693 -0.088 -0.01
C -9.037 2.282 2.451 -0.67
C -1.488 -0.515 -1.602 -0.14
C 4.006 0.589 -1.120 -0.06
C -2.325 -1.641 -1.297 -0.15
C 12.281 -1.488 6.296 -0.66
C -4.801 3.858 0.239 -0.65
C -1.539 1.369 1.657 -0.11
H -0.766 2.249 -3.365 0.10
H 0.769 0.862 1.121 0.11
H 7.044 -5.536 0.558 0.09
H -10.411 1.648 -1.481 0.09
H -0.262 0.275 -3.256 0.06
H -2.242 1.890 -2.455 0.12
H -1.237 -4.890 -3.359 0.04
H -2.272 -2.284 -4.739 0.02
H -3.865 -1.742 -4.277 0.04
H -3.579 -2.488 0.228 0.11
H 0.133 3.200 4.446 0.03
H 14.034 -1.116 7.250 0.11
H -6.952 -6.613 -1.581 0.06
H -0.238 -3.674 -2.427 0.02
H 10.382 -1.969 5.761 0.11
H -12.104 0.702 -2.782 0.09
H -10.739 3.379 2.274 0.11
H -2.777 -0.718 -8.057 0.09
H 10.122 -3.497 0.228 0.11
H 10.524 -0.527 2.353 0.06
H 6.791 0.076 1.969 0.06
H -0.620 2.922 5.995 0.05
H 1.792 2.724 3.395 0.08
H -2.001 4.310 -2.866 0.12
H 9.343 -3.633 -1.314 0.10
H -1.805 -0.434 -3.675 0.09
H -7.627 0.831 2.607 0.05
H -5.979 -4.466 -6.173 0.08
H 4.377 -0.540 0.648 0.09
H 5.023 4.446 -6.474 0.10
H -11.029 1.671 2.269 0.10
H -6.985 -4.090 -4.815 0.11
H 3.986 4.863 -5.151 0.10
H 6.304 1.572 -4.911 0.10
H -3.563 -3.460 -4.818 0.02
H -5.056 -3.712 -2.172 0.04
H -9.229 0.195 2.458 0.10
H 1.682 3.671 -3.463 0.11
H -0.385 -1.485 -3.224 0.09
H -13.759 1.031 -2.401 0.10
H 12.141 1.179 4.970 0.07
H 8.004 -1.892 -2.077 0.10
H -0.792 3.192 0.770 0.11
H 11.382 2.696 4.614 0.10
H -6.874 3.937 0.470 0.08
H -0.015 1.506 5.106 0.05
H 5.546 0.769 0.343 0.10
H 3.151 -0.092 -1.278 0.07
H 10.678 -2.152 7.456 0.10
H -3.787 2.599 1.469 0.06
H 0.479 1.168 -1.844 0.12
H 12.784 -1.660 8.315 0.10
H -7.007 -5.139 2.181 0.09
H 7.524 0.869 3.344 0.07
H 7.793 -0.476 -1.106 0.10
H 5.791 0.128 4.634 0.12
H 1.397 7.187 1.469 0.11
H -4.733 -7.440 -4.767 0.11
H 1.053 1.064 3.508 0.07
H 4.801 0.358 -1.835 0.07
H -4.116 -4.262 -0.710 0.01
H 1.741 5.817 0.465 0.05
H -1.238 -4.883 -1.570 0.03
H -1.443 -1.777 -7.752 0.10
H -3.930 -1.592 2.154 0.16
H 1.425 2.493 0.811 0.09
H -7.588 -6.741 1.893 0.09
H 3.244 4.188 1.215 0.08
H 3.602 1.594 -1.322 0.06
H -4.887 -1.603 -8.452 0.09
H -5.115 -3.317 -8.440 0.09
H -1.798 4.125 -1.105 0.09
H -4.072 -5.159 -2.252 0.04
H 5.192 -0.774 3.261 0.11
H 0.065 2.420 -0.709 0.05
H -10.832 2.670 -0.149 0.07
H -7.564 -7.595 -0.283 0.10
H 3.950 -3.925 1.024 0.10
H -6.189 4.958 -0.750 0.11
H -4.682 -6.394 -6.146 0.10
H 3.997 4.377 2.766 0.10
H -2.234 4.598 4.094 0.07
H 6.351 1.744 2.248 0.08
H 7.927 -4.076 0.211 0.05
H 6.357 2.552 -6.336 0.10
H 11.657 -0.685 3.680 0.04
H 4.769 -5.450 1.024 0.09
H -6.002 0.244 4.587 0.18
H -5.499 2.584 1.741 0.07
H -0.533 3.160 2.496 0.07

---

Record 10
38
Properties=species:S:1:pos:R:3:nbo_charge:R:1 method="wB97M-V/def2-TZVPD" de_lowest_ev=2.643 smiles=CN[C@H](C)CO.O.O.O.O.O.O.O lumo_ev=0.0 gap_ev=9.35 spin_multiplicity=1 e_homo_ev=-9.3
O -0.431 3.257 -0.027 -0.73
O 0.408 0.873 -4.340 -0.97
O -1.894 -3.852 1.177 -0.95
O 0.800 -3.037 1.489 -1.02
O 1.935 -2.740 -0.880 -0.98
O -1.547 -2.382 -1.845 -0.94
O -0.710 2.699 -2.599 -0.97
O 3.001 1.237 2.966 -0.94
N 0.688 0.368 0.973 -0.65
C 0.828 0.104 -0.475 -0.41
C -0.422 1.213 1.458 -0.10
C -1.734 1.028 0.741 -0.67
C -0.063 2.712 1.276 -0.08
H 1.290 0.767 -3.977 0.46
H 1.937 -0.132 -0.520 0.24
H -1.664 2.784 -2.666 0.47
H -0.118 -3.291 1.325 0.52
H -2.370 -3.277 0.560 0.50
H -0.853 -1.897 -1.379 0.47
H 0.633 -0.505 1.504 0.38
H 0.109 -0.638 -0.824 0.15
H 1.181 -2.975 2.372 0.51
H 1.992 -3.712 -0.891 0.46
H -0.524 1.001 2.523 0.21
H 1.023 2.856 1.198 0.19
H -1.393 3.314 -0.001 0.47
H 0.705 0.990 -1.091 0.20
H 2.178 1.392 2.476 0.47
H 1.610 -2.632 0.039 0.49
H -2.482 0.302 1.176 0.23
H 3.615 1.752 2.429 0.46
H -2.466 1.916 0.834 0.20
H -1.456 -4.529 0.643 0.48
H -1.790 1.020 -0.369 0.23
H -0.465 2.604 -1.652 0.50
H -0.135 1.253 -3.624 0.49
H -1.036 -3.148 -2.138 0.47
H -0.380 3.308 2.139 0.18

---

Record 11
108
Properties=species:S:1:pos:R:3:lowdin_charge:R:1 method="wB97M-V/def2-TZVPD" de_lowest_ev=0.395 smiles=COC[C@H](C)N.COC[C@H](C)N.COC[C@H](C)N.COC[C@H](C)N.OCCO.OCCO.OCCO.OCCO lumo_ev=0.3 gap_ev=9.18 spin_multiplicity=1 e_homo_ev=-8.9
O 0.129 6.193 -0.680 -0.05
O 0.691 1.445 0.188 -0.13
O -3.112 -0.399 -3.569 -0.20
O 2.803 -1.572 2.105 -0.07
O -1.512 -0.452 0.759 -0.10
O 0.682 -3.688 -1.428 -0.13
O 2.752 5.360 -0.046 -0.07
O -0.730 2.911 4.285 -0.17
O -3.670 -2.480 0.752 -0.23
O 1.052 -6.196 -2.762 -0.07
O 6.198 -0.375 -2.045 -0.20
O 4.281 -1.152 4.552 -0.05
N -2.373 -2.410 -5.717 0.04
N -1.745 2.422 0.756 0.05
N -6.301 -0.307 2.175 0.05
N 3.683 0.944 0.430 0.07
C 4.187 0.423 -0.866 -0.40
C 7.608 -0.509 -2.096 -0.11
C -0.768 2.362 2.967 -0.23
C 1.467 -4.778 -0.767 -0.17
C -3.183 2.717 2.892 -0.04
C 0.411 0.278 -0.589 -0.20
C -4.358 -1.225 3.340 -0.07
C -2.519 -0.044 -6.414 -0.06
C 0.340 2.248 4.895 -0.13
C 3.881 1.423 -1.994 -0.05
C -1.868 3.022 2.152 -0.36
C 0.369 5.234 0.324 -0.25
C -0.251 -0.846 0.211 -0.20
C 2.009 -5.662 -1.886 -0.28
C 2.366 -0.705 3.051 -0.30
C -4.957 -0.827 2.002 -0.44
C 1.632 4.419 0.118 -0.21
C -1.813 -1.067 -5.492 -0.44
C -1.796 -0.641 -4.045 -0.23
C -3.819 -3.367 -0.378 -0.07
C -3.294 0.030 -2.229 -0.09
C 5.745 0.206 -0.811 -0.19
C 3.552 -0.180 3.879 -0.25
C -4.994 -2.041 1.073 -0.21
H -4.199 -0.355 3.982 0.07
H 3.189 0.591 4.608 0.12
H 1.844 3.772 0.967 0.10
H 0.491 2.630 5.923 0.10
H 8.026 -1.191 -1.372 0.08
H -2.862 -3.869 -0.292 0.09
H -0.353 0.526 -1.342 0.11
H 3.435 -2.254 2.328 0.10
H -1.875 -3.083 -5.183 0.05
H 1.202 2.364 4.221 0.08
H 2.547 -6.489 -1.433 0.12
H 2.231 -4.317 -0.142 0.11
H 5.905 -0.439 0.069 0.12
H 2.796 1.413 0.344 0.03
H 0.120 1.161 4.975 0.09
H 8.045 0.502 -1.931 0.09
H 7.925 -0.849 -3.080 0.08
H -6.873 -0.939 2.717 0.07
H 1.308 -0.053 -1.081 0.09
H 4.295 0.297 3.203 0.13
H -4.349 -0.099 -2.058 0.08
H -3.017 1.092 -2.175 0.09
H -2.753 -0.619 -1.513 0.07
H 1.517 -1.180 3.620 0.13
H -5.536 -1.836 0.136 0.12
H -4.623 -4.089 -0.200 0.09
H 0.199 2.475 2.413 0.12
H 6.235 1.150 -0.582 0.12
H 1.922 0.147 2.524 0.10
H -3.408 -1.776 3.290 0.08
H -0.175 1.880 0.320 0.01
H -1.151 0.256 -3.923 0.13
H 0.404 -1.147 1.026 0.10
H -1.001 1.267 3.040 0.14
H -2.328 2.958 0.111 0.10
H -4.021 2.856 2.197 0.08
H 0.627 -5.380 -3.136 0.10
H -5.528 -2.906 1.572 0.14
H 1.565 3.773 -0.761 0.11
H -3.598 0.041 -6.174 0.08
H 0.565 7.011 -0.462 0.08
H -0.746 -1.089 -5.812 0.14
H -2.130 0.954 -6.149 0.08
H -3.996 -2.761 -1.287 0.09
H 3.717 -0.555 -1.105 0.13
H 2.835 1.361 -2.286 0.06
H -2.413 -0.284 -7.485 0.08
H -5.022 -1.949 3.850 0.09
H -0.520 4.571 0.326 0.10
H -2.113 1.491 0.791 0.04
H 3.827 -1.539 5.283 0.08
H -3.203 1.616 3.035 0.07
H -0.419 -1.711 -0.430 0.10
H -1.296 -1.441 -3.482 0.12
H -3.302 -2.392 -5.294 0.07
H 0.444 5.714 1.293 0.12
H 2.756 -5.092 -2.492 0.13
H -2.070 -1.232 0.675 0.05
H -6.289 0.562 2.651 0.06
H 0.740 -5.274 -0.114 0.12
H -1.666 4.104 2.107 0.13
H 4.537 1.166 -2.815 0.07
H 4.035 2.479 -1.763 0.07
H 3.506 4.812 -0.196 0.05
H -3.335 3.261 3.815 0.08
H 3.682 0.235 1.138 0.02
H 1.244 -2.925 -1.643 0.08
H -4.321 -0.087 1.545 0.12